(1)
{"formula": "C7H7O5SSc", "method": "the ωB97M-V functional and the def2-TZVPD basis", "gap_ev": 7.2, "total_charge": 2, "total_energy_ev": -49122.5457, "elements": ["C", "C", "H", "C", "C", "O", "S", "O", "H", "C", "O", "H", "H", "C", "O", "H", "H", "C", "O", "H", "Sc"], "coordinates": [[-1.634501, 2.602283, 0.584960], [1.758067, -1.370923, 1.065032], [-1.031264, -2.039244, 2.788385], [0.750732, 2.259557, 0.180006], [1.092800, 0.891856, -3.577351], [-1.923769, 3.512595, 1.268373], [0.022233, -0.949081, 0.962825], [1.698969, 2.864639, 0.468506], [-1.132532, -0.232065, 2.908602], [-2.570048, -2.465014, -3.751544], [-3.353354, -3.301252, -3.768328], [0.415091, -1.086877, 3.268868], [1.903675, -2.335562, 0.577403], [-0.498473, -1.089596, 2.675692], [1.897145, 0.053465, -1.530499], [1.985232, -1.447415, 2.122941], [2.340241, -0.593478, 0.580257], [0.914675, 0.621561, -2.037284], [0.478517, 1.563111, -4.344665], [-2.330760, 1.648305, 0.059725], [-0.782677, 0.893135, -0.501903]], "atomic_forces_ev_per_a": [[0.532, 2.449, 2.019], [0.522, -0.250, -0.350], [0.066, 0.309, 0.112], [5.612, 2.348, 0.999], [-5.101, 5.301, -6.213], [0.141, -2.974, -2.231], [-0.177, -0.111, 0.043], [-4.255, -2.183, -0.934], [0.041, -0.278, 0.234], [-2.079, -2.181, 0.063], [2.111, 2.231, -0.015], [-0.271, 0.141, 0.108], [0.090, 0.139, 0.053], [-0.576, -0.123, 0.218], [-4.519, 2.435, -1.357], [0.185, 0.018, -0.043], [0.117, -0.204, 0.193], [5.760, -3.687, 2.297], [4.188, -4.219, 4.004], [-2.015, -0.091, 0.031], [-0.373, 0.929, 0.768]]}



(2)
{"formula": "C16H34BrFNO3", "method": "the ωB97M-V functional and the def2-TZVPD basis", "gap_ev": [9.1, 9.8], "total_charge": 0, "multiplicity": 2, "s_squared": 0.7539, "total_energy_ev": -97533.1685, "elements": ["C", "H", "H", "H", "C", "H", "H", "H", "C", "C", "H", "N", "C", "H", "H", "H", "H", "C", "C", "O", "C", "O", "F", "H", "H", "H", "H", "C", "C", "C", "H", "H", "H", "H", "C", "H", "H", "H", "H", "H", "H", "C", "H", "O", "H", "C", "H", "H", "H", "C", "C", "H", "H", "H", "Br", "H"], "coordinates": [[-5.020847, -2.051896, 0.096640], [0.391948, -0.232158, -1.592099], [-1.607467, 3.273815, 2.293668], [3.212514, 2.586761, 0.501289], [3.322652, 1.566282, 0.153139], [-4.467312, -3.836514, 1.168913], [-2.457767, 0.993845, -0.270879], [2.649791, 1.010113, 2.156084], [-2.016363, 0.216913, 0.340785], [0.105135, 2.615325, 1.126621], [1.499333, 3.630487, -0.241046], [0.054243, 1.168416, 1.426976], [2.536977, 1.241198, -1.096261], [2.521021, 0.153873, -1.188139], [-0.108461, 3.474184, -0.806351], [-4.657911, -2.913170, -1.615814], [-2.466667, 0.161469, 1.325392], [-1.257817, 3.297754, 1.270471], [0.670298, 2.940108, -0.278356], [-0.433879, 0.910968, 2.581073], [2.374010, -4.093117, -2.219107], [2.792326, -1.917468, -1.208880], [3.264163, 1.686351, -2.194883], [-0.859169, 0.955084, -1.610832], [-2.264934, -0.709727, -0.167504], [2.654064, -2.214347, -3.248845], [-1.994222, 2.926252, 0.566335], [-0.013667, -1.168220, 0.743801], [1.042154, 1.749858, -1.180999], [3.119708, 0.552683, 1.297634], [4.364843, 1.467794, -0.133365], [1.923085, -4.462554, -1.297428], [1.146500, -2.326402, -2.331215], [1.892841, 3.731331, 1.799425], [-5.373220, -3.332334, 0.831200], [4.088502, 0.186349, 1.621760], [-4.473992, -1.374096, 0.749481], [3.732075, -2.134124, -1.200543], [0.699499, -1.120025, 1.553939], [-5.926244, -1.541357, -0.247678], [1.909403, -4.600435, -3.065389], [-0.484438, 0.280358, 0.374116], [0.461881, 4.059775, 2.726288], [-4.179986, -2.321867, -1.024071], [-1.088930, 4.339958, 1.017293], [1.002572, 3.273733, 2.216078], [1.310493, 2.560630, 2.970715], [-0.859561, -1.734285, 1.114103], [0.366580, -1.704254, -0.113970], [0.006742, 0.623512, -1.053406], [2.203415, -2.590116, -2.325261], [2.536806, -0.287607, 0.951794], [-5.903524, -4.022679, 0.170850], [-6.005027, -3.128513, 1.696996], [0.782271, 2.445825, -3.041349], [3.433004, -4.360280, -2.194392]], "atomic_forces_ev_per_a": [[-0.148, -0.331, -0.212], [0.011, -0.329, 0.104], [-0.217, -0.306, 0.146], [-0.166, 0.200, -0.066], [0.410, -0.355, 0.363], [0.011, 0.045, 0.037], [-0.159, 0.395, 0.170], [-0.265, -0.084, 0.171], [0.006, -0.108, -0.312], [1.202, 1.082, 0.792], [0.263, 0.145, 0.176], [-1.645, 0.579, -0.590], [-0.709, -0.278, 0.038], [-0.129, 0.153, -0.071], [-0.213, 0.076, -0.121], [0.059, 0.052, 0.037], [0.097, 0.193, 0.228], [0.095, 0.017, -0.373], [-0.355, -0.699, -0.480], [0.598, -0.154, 0.102], [-0.029, 0.000, 0.094], [-0.054, -0.243, -0.059], [0.282, 0.274, 0.046], [-0.195, 0.079, -0.130], [-0.111, -0.157, -0.170], [-0.112, -0.006, -0.061], [-0.193, -0.175, 0.058], [-0.496, 0.532, 0.381], [0.257, 0.255, -0.043], [0.190, 0.478, -0.197], [0.151, 0.156, -0.315], [-0.049, 0.012, -0.022], [-0.001, 0.078, 0.050], [0.139, -0.005, -0.115], [0.037, 0.012, 0.040], [0.095, -0.150, 0.092], [0.069, 0.032, -0.077], [-0.074, 0.034, 0.037], [0.344, -0.189, -0.014], [-0.016, 0.058, 0.125], [0.022, -0.003, -0.009], [0.546, -1.899, -0.357], [-0.128, 0.160, 0.151], [0.093, 0.124, 0.054], [-0.029, 0.245, -0.018], [0.077, -0.143, -0.067], [-0.049, -0.155, 0.098], [-0.142, -0.131, 0.186], [0.309, -0.014, -0.103], [0.203, 0.929, 0.142], [0.324, -0.119, 0.018], [-0.138, -0.263, 0.094], [-0.074, 0.038, 0.020], [-0.016, -0.019, -0.011], [0.020, -0.117, 0.026], [0.002, -0.002, -0.084]]}



(3)
{"formula": "C3H7N3OS", "method": "the ωB97M-V functional and the def2-TZVPD basis", "gap_ev": 8.7, "relative_energy_kj_mol": 597.2, "total_charge": 0, "total_energy_ev": -20571.9939, "elements": ["H", "O", "S", "N", "H", "H", "C", "N", "N", "H", "H", "H", "C", "H", "C"], "coordinates": [[0.522607, -1.570722, -1.725006], [0.880808, 0.320149, -0.325390], [-1.880836, -2.098455, 1.058325], [1.684255, 3.618722, -0.798999], [-1.325047, 0.617923, 0.100538], [1.956490, 1.572301, 0.736157], [1.099437, 2.516670, -0.729261], [-0.119807, -2.130362, -1.026572], [1.070822, 1.648651, 0.375788], [1.951591, 4.094540, 0.296433], [-0.435267, -3.020854, -1.340724], [-0.066248, 0.309333, 1.446626], [-0.589503, -1.624907, 0.079609], [0.915090, 1.983511, -2.002927], [-0.329799, -0.046935, 0.367534]], "atomic_forces_ev_per_a": [[-1.752, -1.434, 2.328], [-1.039, 1.715, 2.082], [1.262, -0.820, -0.747], [0.354, 2.937, 3.841], [2.552, -1.793, 0.088], [2.740, -0.142, 1.134], [1.503, -0.946, -4.223], [2.565, 1.315, -2.510], [-2.566, -1.220, -3.756], [-0.895, -2.059, -3.815], [-0.226, -0.581, -0.062], [-1.235, -1.837, -1.543], [-2.875, 3.959, 2.186], [-0.012, 1.415, 4.410], [-0.377, -0.510, 0.587]]}



(4)
{"formula": "C4H11NP2", "method": "the ωB97M-V functional and the def2-TZVPD basis", "gap_ev": [6.4, 8.5], "relative_energy_kj_mol": 96.3, "total_charge": 0, "multiplicity": 3, "s_squared": 2.0071, "total_energy_ev": -24389.2145, "elements": ["C", "H", "H", "H", "H", "H", "P", "H", "H", "H", "C", "H", "C", "P", "N", "C", "H", "H"], "coordinates": [[1.644519, 0.160827, 0.933670], [1.697540, -0.804981, 1.385650], [0.511498, -2.357896, -0.494130], [-1.761552, 1.954221, -0.866184], [-1.431088, 0.982974, 2.084366], [2.650316, 0.435660, 0.504052], [-1.836207, 0.439198, -1.089929], [-2.048159, -0.558042, 1.744692], [-0.570327, -0.807444, -2.861134], [-0.285778, -0.260829, 2.290441], [-0.634164, 0.316780, 0.263220], [0.755362, -2.002929, 0.156019], [-1.124829, 0.135088, 1.682098], [1.163757, 0.220981, -1.681861], [0.672214, 0.276062, -0.101949], [-0.564368, 0.132239, -2.376054], [1.591509, 1.014547, 1.687675], [-0.430242, 0.723545, -3.260641]], "atomic_forces_ev_per_a": [[2.349, 2.917, 0.066], [0.056, -0.606, 0.574], [0.407, 0.356, 1.110], [-0.297, -1.339, -1.173], [-1.304, 4.170, 1.970], [-0.765, -0.818, 0.151], [0.436, 1.676, 0.962], [1.554, 0.746, -0.215], [-0.805, -1.600, 0.052], [-0.798, 0.043, -0.047], [-3.266, -0.826, 0.219], [-0.496, -0.955, -1.134], [1.099, -4.853, -1.962], [0.076, 0.076, -1.505], [1.279, 0.274, 1.681], [1.770, 0.852, 0.117], [-0.557, -1.283, -0.496], [-0.739, 1.171, -0.370]]}



Copy entry 4 word for word.
{"formula": "C4H11NP2", "method": "the ωB97M-V functional and the def2-TZVPD basis", "gap_ev": [6.4, 8.5], "relative_energy_kj_mol": 96.3, "total_charge": 0, "multiplicity": 3, "s_squared": 2.0071, "total_energy_ev": -24389.2145, "elements": ["C", "H", "H", "H", "H", "H", "P", "H", "H", "H", "C", "H", "C", "P", "N", "C", "H", "H"], "coordinates": [[1.644519, 0.160827, 0.933670], [1.697540, -0.804981, 1.385650], [0.511498, -2.357896, -0.494130], [-1.761552, 1.954221, -0.866184], [-1.431088, 0.982974, 2.084366], [2.650316, 0.435660, 0.504052], [-1.836207, 0.439198, -1.089929], [-2.048159, -0.558042, 1.744692], [-0.570327, -0.807444, -2.861134], [-0.285778, -0.260829, 2.290441], [-0.634164, 0.316780, 0.263220], [0.755362, -2.002929, 0.156019], [-1.124829, 0.135088, 1.682098], [1.163757, 0.220981, -1.681861], [0.672214, 0.276062, -0.101949], [-0.564368, 0.132239, -2.376054], [1.591509, 1.014547, 1.687675], [-0.430242, 0.723545, -3.260641]], "atomic_forces_ev_per_a": [[2.349, 2.917, 0.066], [0.056, -0.606, 0.574], [0.407, 0.356, 1.110], [-0.297, -1.339, -1.173], [-1.304, 4.170, 1.970], [-0.765, -0.818, 0.151], [0.436, 1.676, 0.962], [1.554, 0.746, -0.215], [-0.805, -1.600, 0.052], [-0.798, 0.043, -0.047], [-3.266, -0.826, 0.219], [-0.496, -0.955, -1.134], [1.099, -4.853, -1.962], [0.076, 0.076, -1.505], [1.279, 0.274, 1.681], [1.770, 0.852, 0.117], [-0.557, -1.283, -0.496], [-0.739, 1.171, -0.370]]}